Entry 1:
Formula: C25H4Cl5F10N6O4S3SnTe
Source: OMol25
Level of theory: ωB97M-V/def2-TZVPD

Cartesian coordinates (Å):
Sn  0.155343  -0.938973  -0.841640
Cl  0.039745  -3.235573  -2.563937
C  1.462723  -3.547045  -1.596515
C  1.638942  -2.718793  -0.497245
C  2.782913  -2.973835  0.233091
Cl  3.182723  -1.991916  1.640791
C  3.714413  -3.950587  -0.096910
Cl  5.133409  -4.159978  0.842834
C  3.493168  -4.740697  -1.220523
Cl  4.626678  -5.937652  -1.668850
C  2.346645  -4.540447  -1.985233
Cl  2.056574  -5.468037  -3.394463
Te  1.366053  -0.106673  1.913009
C  1.785531  -0.325554  3.939887
C  2.325061  0.629477  4.748737
C  2.477294  0.166970  6.081881
C  2.061423  -1.121367  6.236402
S  1.473868  -1.787744  4.781662
H  2.602624  1.617623  4.405172
H  2.889109  0.764976  6.882865
H  2.065331  -1.714151  7.139104
F  -2.341551  0.066979  1.459759
C  -3.342495  0.852091  1.077736
C  -4.447780  0.274967  0.584466
F  -4.474457  -1.032433  0.469039
C  -5.605199  1.050692  0.186965
C  -5.435730  2.486888  0.271363
C  -4.319920  3.054988  0.753892
F  -4.254629  4.371239  0.809201
C  -3.198060  2.276563  1.222115
C  -2.071751  2.854288  1.761339
C  -0.964279  2.080259  2.204258
N  -0.069492  1.458458  2.557872
C  -1.874164  4.269676  1.881639
N  -1.640425  5.392946  1.964341
F  -6.417394  3.263243  -0.123019
C  -6.775802  0.473257  -0.197118
C  -7.933730  1.218001  -0.598456
N  -8.896299  1.746828  -0.938527
C  -6.981480  -0.947172  -0.212971
N  -7.208886  -2.073862  -0.220877
F  2.085373  -1.814685  -4.494609
C  1.481913  -0.725888  -4.954781
F  0.320892  -1.089197  -5.490610
F  2.211681  -0.124254  -5.858560
S  1.044572  0.431747  -3.521452
O  -0.337338  0.117815  -3.220722
O  1.375311  1.772784  -3.881973
N  1.854687  -0.086907  -2.181583
S  3.501280  -0.080656  -2.273984
O  4.029324  -1.086828  -1.417869
O  3.910541  0.067222  -3.632053
C  3.951030  1.496410  -1.420962
F  3.565468  2.561268  -2.108399
F  5.250699  1.530724  -1.208988
F  3.315642  1.511618  -0.234985
N  0.344917  2.896201  -1.321018
C  -0.036794  2.014642  -0.676091
H  0.704756  3.550041  -1.994478

Atomic forces in eV per Å
0.002 -1.008 -0.336
-0.168 -0.041 -0.190
0.038 0.160 0.273
0.089 0.313 -0.116
-0.303 -0.056 -0.162
0.285 -0.153 -0.002
0.077 0.042 0.226
-0.003 -0.042 -0.014
0.061 -0.071 -0.047
-0.004 -0.009 0.008
-0.082 -0.045 -0.181
-0.004 -0.023 0.026
0.417 0.503 1.145
-0.024 -0.360 -0.320
0.157 0.134 0.043
0.006 0.124 -0.022
-0.027 -0.054 0.024
-0.125 0.048 0.050
0.014 -0.051 0.052
-0.039 -0.035 -0.035
0.041 0.016 -0.058
0.187 -0.053 0.050
-0.205 -0.088 -0.052
0.152 0.196 0.073
-0.080 -0.195 -0.009
-0.307 -0.165 -0.113
0.103 0.018 0.017
-0.013 -0.024 -0.027
0.088 0.111 0.054
0.317 0.155 0.222
-0.180 0.149 -0.002
-0.540 0.232 -0.192
0.078 -0.217 -0.103
0.114 0.185 -0.074
-0.017 -0.257 0.051
-0.125 0.049 -0.044
0.036 -0.010 -0.002
-0.159 0.043 -0.066
0.158 -0.098 0.064
-0.047 -0.123 -0.014
0.026 0.169 -0.023
0.095 0.062 -0.022
-0.276 -0.217 0.002
0.053 0.092 -0.034
0.078 0.079 0.092
0.120 0.535 0.211
0.146 -0.179 0.210
0.050 -0.299 -0.228
0.010 -0.141 -0.660
-0.070 0.307 -0.036
-0.087 -0.079 0.023
-0.052 -0.046 0.156
-0.355 -0.014 0.233
0.082 -0.054 -0.052
0.047 0.020 -0.113
0.084 0.063 0.005
-0.053 -0.103 -0.048
0.144 0.534 0.063
-0.012 -0.032 0.026

Results
Gap between HOMO and LUMO (alpha / beta) = 5.43 / 5.44 eV
Energy relative to the best compared isomer or geometry (same formula, charge and spin) = 5.6 kcal per mole
Total charge = +1
E_LUMO (alpha / beta) = -6.38 / -6.37 eV

Entry 2:
Formula: C25H50BIN6O6S
Source: OMol25
Level of theory: ωB97M-V/def2-TZVPD

Cartesian coordinates (Å):
C  2.685456  -5.677515  -2.670451
C  2.998474  -4.457416  -2.755782
C  3.447313  -2.981105  -2.459473
C  4.957318  -2.780603  -2.358102
C  5.580911  -1.406652  -2.075161
N  6.953031  -1.030194  -1.957205
S  6.846775  0.642740  -1.661768
N  5.206929  1.022060  -1.626774
C  4.576681  -0.239127  -1.881254
C  3.028665  -0.439266  -1.991866
I  1.828361  1.333236  -1.713174
C  2.410106  -1.809617  -2.283659
C  0.861950  -2.084491  -2.447245
B  0.000144  -1.959706  -1.079111
O  0.009017  -2.887350  0.017178
O  -0.904263  -0.827379  -0.953462
H  2.530690  -6.782821  -2.857496
H  5.641149  -3.680105  -2.529991
H  0.729374  -3.139376  -2.866876
H  0.445454  -1.301801  -3.181009
H  -0.705180  -3.538438  -0.199868
H  -1.580272  -1.009923  -1.652086
C  -0.493406  2.830436  -7.624195
C  0.317664  2.789110  -6.331668
C  0.513275  1.368054  -5.766297
O  -0.638439  0.820723  -5.130007
C  -1.609401  0.296852  -6.020981
N  -0.310157  3.680233  -5.347487
H  -1.565586  2.720195  -7.452346
H  -0.352516  3.789519  -8.128818
H  -0.175334  2.042252  -8.313744
H  1.312091  3.184267  -6.564771
H  1.280755  1.420078  -4.986552
H  0.895587  0.678797  -6.529890
H  -1.153361  -0.165957  -6.900732
H  -2.308517  1.079973  -6.317568
H  -2.180073  -0.465836  -5.485622
H  0.290709  3.734896  -4.526576
H  -1.147695  3.210198  -5.002431
C  2.583646  -2.354857  4.208068
C  1.899097  -2.366483  2.843537
C  2.780334  -1.822076  1.701973
O  2.918719  -0.405086  1.685904
C  3.863764  0.103639  2.612562
N  0.630347  -1.634192  2.941010
H  2.605767  -1.361374  4.659890
H  2.049461  -3.005873  4.905006
H  3.612954  -2.719558  4.135103
H  1.672784  -3.411603  2.607727
H  2.296907  -2.079016  0.753973
H  3.765726  -2.305136  1.686614
H  4.720261  -0.565446  2.736099
H  3.382971  0.294359  3.573195
H  4.224995  1.061700  2.231661
H  0.127024  -1.736507  2.060902
H  0.856089  -0.638974  2.975841
C  -2.321289  1.793103  -1.201361
C  -2.047455  2.613286  0.054889
C  -3.314544  2.949185  0.867120
O  -4.124490  3.975506  0.303757
C  -4.960033  3.548885  -0.759459
N  -1.308985  3.826228  -0.321891
H  -2.720404  2.395299  -2.020374
H  -1.394686  1.342184  -1.562739
H  -3.029108  0.983662  -0.996780
H  -1.401686  2.006449  0.698962
H  -2.996347  3.331647  1.842684
H  -3.914128  2.052306  1.067770
H  -5.329605  2.530475  -0.608989
H  -4.429727  3.628924  -1.709470
H  -5.817014  4.224639  -0.804895
H  -1.032458  4.316628  0.526943
H  -1.974107  4.462648  -0.762528
C  -3.207039  0.665471  6.313905
C  -2.128902  -0.041767  5.496538
C  -2.357862  -1.558411  5.345001
O  -2.057228  -2.321358  6.509699
C  -3.068600  -2.302400  7.502913
N  -0.816706  0.248319  6.087345
H  -3.090021  0.511569  7.388029
H  -3.164185  1.744426  6.144011
H  -4.206268  0.323309  6.026842
H  -2.154088  0.391301  4.490639
H  -1.674705  -1.923833  4.571487
H  -3.372811  -1.780798  4.990755
H  -4.071816  -2.272359  7.068051
H  -2.916868  -1.458689  8.177898
H  -2.975388  -3.215908  8.094698
H  -0.094852  -0.134333  5.478394
H  -0.736284  -0.310053  6.937642

Atomic forces in eV per Å
1.171 3.010 -1.172
-0.417 -1.475 1.621
2.266 0.518 0.088
-2.311 0.733 -0.088
-1.368 0.506 0.139
-4.639 1.517 0.040
-1.457 -1.444 -0.191
0.567 -4.762 -0.928
0.174 0.068 -0.097
0.701 -3.113 -0.515
0.718 -1.249 -0.177
3.343 1.568 0.452
0.765 0.261 -0.439
-0.778 1.017 0.974
-0.577 0.256 -2.067
0.384 -2.784 -0.827
0.164 2.134 0.470
-1.201 1.467 0.317
0.307 1.387 0.415
0.636 -1.183 0.925
0.856 0.579 0.639
0.663 0.864 0.561
0.068 0.062 -0.277
-0.429 -0.164 0.051
0.230 0.159 0.209
0.238 -0.137 -0.276
-0.114 0.054 0.367
0.158 -0.219 0.178
0.083 -0.023 0.081
-0.011 -0.058 0.105
-0.035 0.046 0.048
0.010 -0.082 0.127
-0.157 -0.009 0.035
-0.144 0.002 -0.112
0.010 0.089 -0.031
-0.037 -0.074 -0.233
0.102 0.024 0.021
-0.031 0.122 -0.089
0.069 0.129 -0.107
0.080 -0.214 0.181
0.130 0.360 0.133
-0.238 -0.030 -0.195
0.228 -0.352 0.026
-0.218 0.325 -0.175
-0.030 0.158 -0.238
-0.009 -0.014 -0.114
-0.015 0.072 -0.087
-0.062 0.047 0.012
-0.016 0.091 -0.147
0.024 0.092 0.080
0.060 0.040 0.148
-0.059 -0.065 0.050
0.188 -0.067 0.152
-0.047 -0.091 -0.080
-0.019 -0.129 0.119
0.007 -0.139 0.068
0.089 -0.115 -0.244
-0.306 0.128 -0.241
0.211 0.158 0.177
-0.008 -0.410 0.088
0.012 0.408 0.027
-0.099 0.080 0.228
-0.035 0.083 0.134
-0.123 0.161 0.069
0.034 0.059 0.011
-0.048 0.069 0.054
-0.046 0.083 -0.092
-0.023 -0.050 -0.161
0.091 -0.032 -0.023
-0.090 -0.206 -0.110
0.069 -0.026 0.105
0.109 -0.081 -0.099
0.137 -0.127 -0.043
-0.198 0.212 -0.073
-0.057 -0.185 0.420
0.305 -0.056 -0.282
-0.367 0.101 -0.195
0.376 -0.158 0.114
0.105 -0.201 -0.132
0.053 -0.067 -0.084
0.057 -0.093 0.016
0.065 0.012 0.034
0.075 -0.134 -0.020
0.069 0.023 0.161
-0.118 0.083 0.162
0.013 0.097 -0.017
-0.246 0.062 0.046
0.033 0.013 -0.112
-0.076 0.068 -0.007
-0.046 0.158 -0.079

Results
Gap between HOMO and LUMO = 7.08 eV
SMILES string = C#Cc1cc2nsnc2c(I)c1CB(O)O.COC[C@@H](C)N.COC[C@@H](C)N.COC[C@@H](C)N.COC[C@@H](C)N
Energy relative to the best compared isomer or geometry (same formula, charge and spin) = 75.1 kcal per mole
E_LUMO = -1.41 eV

Entry 3:
Formula: C25H50BiClF4N3OS2SbSi3
Source: OMol25
Level of theory: ωB97M-V/def2-TZVPD

Cartesian coordinates (Å):
Bi  -1.207664  -0.684314  -0.325802
C  -2.530857  -4.871645  -0.557237
C  -2.917351  -4.078201  0.683703
N  -3.371930  -2.700651  0.445928
C  -4.475246  -2.656721  -0.520461
C  -4.786731  -1.262751  -1.043670
C  -3.744491  -2.085383  1.728877
C  -2.960670  -0.811938  2.086312
N  -1.517559  -0.909422  1.897170
C  -0.712270  -1.391636  2.878055
C  0.683540  -1.201676  2.831922
F  1.208323  -0.536364  1.780894
C  1.561161  -1.636231  3.795065
F  2.869449  -1.363966  3.641506
C  1.131653  -2.312001  4.917802
C  -0.229711  -2.510807  5.012401
F  -0.726043  -3.154629  6.077687
C  -1.118523  -2.063616  4.054428
F  -2.425030  -2.307266  4.295569
H  -1.992078  -5.764295  -0.240403
H  -3.398501  -5.197836  -1.128945
H  -1.876890  -4.286841  -1.204184
H  -3.689058  -4.645442  1.229257
H  -2.043905  -4.009849  1.333409
H  -4.203014  -3.281742  -1.369490
H  -5.386328  -3.088096  -0.074021
H  -3.995002  -0.911208  -1.704480
H  -5.714501  -1.289608  -1.615682
H  -4.905473  -0.535520  -0.240750
H  -4.808997  -1.826664  1.722269
H  -3.599721  -2.806218  2.532451
H  -3.315406  0.016162  1.470087
H  -3.188181  -0.552011  3.122324
H  1.817911  -2.669621  5.669116
C  -2.106523  3.161551  2.886922
S  -0.774770  1.948165  2.705760
C  0.513261  2.957607  3.509310
O  -0.395829  1.916718  1.256434
H  -1.774005  4.158510  2.601534
H  -2.445264  3.144768  3.922996
H  -2.899435  2.832120  2.217590
H  0.672943  3.873538  2.945511
H  1.425663  2.363535  3.526728
H  0.198569  3.177930  4.528502
S  -2.403208  1.573052  -2.139636
C  -3.278671  1.892546  -0.795853
N  -3.897782  2.068102  0.173881
Cl  0.518473  -3.522974  0.638076
C  0.205914  -2.495909  -0.792895
H  -0.230898  -3.147093  -1.548038
H  1.178805  -2.156224  -1.141538
C  0.041708  3.995899  -2.816527
Si  1.182545  3.481568  -1.403308
C  0.827480  4.561111  0.104679
C  2.973919  3.844126  -1.913939
Sb  1.097427  0.886085  -1.012160
Si  3.544892  0.262319  -0.288034
C  3.791613  -1.552377  0.175106
C  3.964586  1.391754  1.167374
C  4.745553  0.645145  -1.702439
Si  1.368226  0.155722  -3.540675
C  2.307315  1.365353  -4.663317
C  2.304005  -1.502166  -3.652017
C  -0.353343  -0.156870  -4.264503
H  0.199598  5.043792  -3.081241
H  -1.000945  3.869885  -2.528917
H  0.204414  3.391336  -3.709866
H  0.698608  5.605431  -0.186623
H  1.645547  4.507058  0.824814
H  -0.089325  4.228507  0.588245
H  3.074640  4.890820  -2.208174
H  3.284746  3.229114  -2.758879
H  3.669610  3.664267  -1.092855
H  3.059840  -1.893090  0.906227
H  4.781708  -1.694572  0.613037
H  3.718143  -2.207268  -0.695247
H  3.275709  1.215100  1.994398
H  3.890037  2.442898  0.883526
H  4.977180  1.210934  1.532816
H  4.499698  0.094410  -2.611191
H  5.760256  0.365884  -1.410193
H  4.753354  1.706640  -1.948144
H  3.370550  1.380069  -4.417607
H  1.931736  2.385565  -4.584236
H  2.208647  1.054368  -5.705162
H  2.989923  -1.653161  -2.816861
H  2.894034  -1.553082  -4.569163
H  1.609796  -2.344256  -3.661124
H  -0.985645  0.727226  -4.183517
H  -0.851818  -0.965252  -3.722603
H  -0.304076  -0.438184  -5.318133

Atomic forces in eV per Å
-0.656 -0.585 0.799
-0.045 0.126 0.140
0.074 -0.161 0.052
0.069 0.114 -0.268
-0.145 0.067 -0.080
0.075 -0.154 0.160
-0.007 0.196 0.146
-0.037 -0.202 -0.020
0.286 -0.229 -0.408
0.209 -0.187 0.503
-0.070 0.077 0.075
-0.062 0.070 -0.226
-0.087 -0.014 0.121
0.018 -0.013 -0.095
-0.039 -0.069 -0.026
0.149 0.080 -0.001
-0.052 -0.030 0.039
-0.054 0.104 -0.142
0.027 -0.104 0.091
0.050 0.002 -0.039
0.025 0.014 -0.044
-0.040 -0.066 -0.047
-0.021 0.073 0.021
-0.088 -0.016 0.058
-0.046 -0.031 0.021
0.066 -0.088 0.023
0.002 0.119 -0.025
0.006 0.043 -0.020
-0.037 0.054 -0.018
0.006 -0.021 0.012
-0.041 -0.070 -0.113
-0.055 0.100 -0.080
-0.035 0.119 -0.097
-0.009 0.019 0.031
0.123 -0.254 -0.139
0.155 0.774 0.476
-0.201 -0.395 -0.059
-0.135 0.003 -0.049
0.089 -0.024 -0.026
0.022 -0.010 0.001
-0.108 -0.025 -0.041
-0.094 0.005 -0.067
0.004 -0.011 -0.001
-0.004 -0.013 0.025
0.344 0.043 -0.988
-0.435 0.101 0.665
0.038 -0.019 0.173
0.100 -0.102 -0.041
0.029 -0.014 0.148
-0.015 0.124 -0.055
-0.033 0.010 -0.017
0.059 -0.311 0.253
0.154 0.677 -0.200
-0.118 -0.420 -0.065
-0.211 -0.288 0.055
1.109 0.654 -0.946
0.463 0.061 0.146
-0.401 0.190 -0.070
-0.245 -0.167 -0.131
-0.327 0.061 0.061
-0.035 -0.400 -0.506
-0.138 0.057 0.482
-0.087 0.199 0.283
0.218 0.247 0.295
0.181 0.025 0.088
-0.003 -0.021 0.002
-0.039 0.006 -0.013
0.091 -0.015 -0.190
0.002 -0.046 0.029
0.004 -0.002 0.021
-0.104 0.050 0.013
0.013 0.033 -0.027
0.004 -0.003 0.021
-0.008 -0.004 0.007
0.068 0.134 -0.035
0.015 0.015 -0.030
-0.019 -0.015 0.024
-0.010 0.010 -0.015
0.043 -0.060 -0.061
0.013 -0.036 0.003
-0.005 -0.056 0.094
0.005 0.007 0.007
0.015 0.002 0.011
0.016 0.008 -0.041
-0.065 -0.123 0.019
0.025 -0.033 -0.034
-0.031 0.084 -0.052
-0.043 0.015 0.033
-0.026 -0.020 -0.055
-0.039 0.000 -0.014
0.141 -0.048 -0.009

Results
Gap between HOMO and LUMO = 7.38 eV
E_LUMO = -0.13 eV

| no. | largest force on an atom (eV Å⁻¹) | DFT total energy (hartree) |
| --- | --- | --- |
| 1 | 1.32 | -6560.59739 |
| 2 | 4.88 | -2483.06620 |
| 3 | 1.60 | -4201.47863 |